The following is a DFT calculation (ωB97M-V with the def2-TZVPD basis set) of a single C5H9NO3 molecule at a distorted geometry.

Each line ends with the Löwdin charge.
Element x y z (Å)
C -1.899 0.264 -0.592  -0.009
C -0.652 -0.112 0.155  -0.427
C -0.333 -1.514 0.514  0.002
N 0.437 -0.824 -0.521  0.095
C 1.976 -0.015 0.007  -0.715
O 2.887 -0.821 0.233  0.034
O 1.387 0.589 1.146  -0.018
C 0.040 0.975 0.971  -0.125
H -2.257 -0.570 -1.208  0.089
H -2.685 0.530 0.127  0.095
H -1.712 1.131 -1.239  0.089
H 0.231 -1.726 1.423  0.138
H -0.998 -2.298 0.155  0.125
H -0.021 1.933 0.426  0.126
H -0.418 1.077 1.962  0.142
O 2.207 0.912 -0.990  0.078
H 0.329 -1.101 -1.493  0.171
H 1.480 1.571 -1.075  0.107

Calculated values
Energy relative to the best compared isomer or geometry (same formula, charge and spin) ... 65.76 kcal per mole
HOMO-LUMO gap ... 0.3554 Eh
HOMO energy ... -9.2829 eV
Net charge ... 0
LUMO energy ... 0.389 eV
Total energy ... -12961.8546 eV